# 1
ORCA calculation (ωB97M-V/def2-TZVPD) on C57H40Cl5N2O4P2PbS as an isolated structure.

Structure (ORCA input):
```
! RIJCOSX wB97M-V def2-TZVPD def2/J DEFGRID3
* xyz 1 1
Pb -0.0574 -0.1399 0.1550
Cl 2.8652 -0.7685 1.9408
Cl 3.8745 4.8067 4.4444
Cl 5.6595 0.5467 1.7085
Cl 1.1046 3.5576 4.6960
Cl 6.1646 3.3631 2.9343
S -1.0145 -3.1664 0.0983
P -2.7386 -0.3861 -0.6060
P 0.4366 -1.6429 -2.3569
O 0.3762 1.2588 -1.5603
O 0.8456 0.8666 2.9875
O 0.0072 -0.2893 5.4741
O -1.1228 -3.9925 1.3232
N -0.3722 2.3161 0.6938
N -0.0652 3.1854 -0.3435
C 3.0082 -0.7046 -1.9269
C 2.0373 1.5160 3.1235
C -4.5039 -4.6033 -1.3097
C 2.0976 -1.1238 -2.8930
C 0.6459 5.3821 -3.8767
C -1.9941 -1.1502 -6.2266
C 4.3779 1.3968 2.4692
C 3.5732 3.2962 3.6941
C 1.3604 -4.2338 -3.0115
C -4.7077 -2.2097 -1.2909
C 2.2931 2.7321 3.7602
C 1.9591 3.5213 -4.6502
C -1.2470 -0.0946 -5.7174
C 0.5901 -3.4562 -2.1477
C -0.3591 1.2238 3.5903
C -3.6568 -0.6066 1.9649
C 3.7611 -0.7224 -4.5928
C -2.9108 1.9991 -1.9163
C -2.6267 -3.2374 -0.7020
C -3.9283 2.3917 -4.0536
C -3.2089 0.6388 -2.0190
C -3.3666 -2.0775 -0.9135
C 0.9051 -6.2045 -1.7068
C -1.9061 1.0192 5.4052
C -2.3731 2.5444 3.6170
C 3.1106 0.8350 2.5354
C -4.7137 1.1631 0.7127
C -0.8583 2.8692 1.7336
C 0.9644 -1.1167 4.8145
C 1.4879 4.8154 -4.8249
C -2.7166 1.9794 4.8367
C 0.7285 3.3536 -2.5884
C 1.5766 2.7885 -3.5371
C -3.2670 2.8709 -2.9312
C -3.8453 0.1586 -3.1598
C -1.3436 -2.5133 -4.3554
C -4.4519 -0.3144 3.0583
C -2.0591 -2.3498 -5.5354
C 1.5076 -5.5949 -2.8009
C -5.5052 1.4561 1.8172
C 0.1366 -5.4520 -0.8344
C -3.1918 -4.4941 -0.8918
C 2.4856 -1.1301 -4.2326
C 4.2852 -0.3022 -2.2852
C -1.2068 2.1535 2.9731
C -0.5713 -1.4669 -3.8592
C -3.7947 0.1236 0.7818
C -4.2126 1.0403 -4.1661
C 4.6610 -0.3069 -3.6208
C -0.0324 -4.0966 -1.0808
C 0.3186 2.5417 -1.4115
C -5.3810 0.7165 2.9823
C 0.2730 4.6575 -2.7558
C 4.6097 2.6492 3.0307
C -0.7166 0.6213 4.7920
C -5.2667 -3.4560 -1.5006
C -0.5533 -0.2422 -4.5294
H -4.7139 0.6623 -5.0469
H -6.2292 2.2578 1.7573
H -2.9422 -1.4226 2.0287
H -5.3180 -1.3227 -1.4075
H -2.1488 0.5576 6.3528
H 1.9420 1.7792 -3.3894
H 2.1144 -6.1787 -3.4799
H -4.9433 -5.5802 -1.4594
H 5.6540 0.0153 -3.9045
H -2.6453 -3.1715 -5.9257
H -3.6226 2.2867 5.3410
H -0.3063 -5.8876 0.0522
H 0.0169 0.5854 -4.1266
H 0.5688 -1.5113 3.8774
H 1.1565 -1.9356 5.5019
H -3.0276 3.9221 -2.8441
H 2.7321 -0.6925 -0.8783
H -2.4111 2.3863 -1.0359
H 1.8669 -3.7665 -3.8464
H 1.8965 -0.5806 4.6272
H -2.6084 -5.3807 -0.6827
H -1.3716 -3.4662 -3.8410
H -4.3460 -0.8885 3.9690
H -3.0005 3.2996 3.1616
H 0.2850 6.3936 -4.0099
H 1.0460 -7.2617 -1.5267
H -6.3041 -3.5369 -1.7962
H -6.0078 0.9423 3.8349
H -1.2109 0.8508 -6.2430
H -2.5299 -1.0339 -7.1597
H 2.6287 3.0842 -5.3796
H -1.0400 3.9444 1.7122
H -4.2151 3.0729 -4.8440
H 4.9801 0.0224 -1.5224
H 1.7858 -1.4309 -5.0024
H -4.8323 1.7333 -0.1995
H -4.0542 -0.8951 -3.2770
H -0.3672 5.0928 -2.0002
H 1.7838 5.3864 -5.6951
H 4.0508 -0.7272 -5.6352
*
```

# 2
ORCA calculation (ωB97M-V/def2-TZVPD) on C57H42ClN8O5Sc as an isolated structure.

Structure (ORCA input):
```
! RIJCOSX wB97M-V def2-TZVPD def2/J DEFGRID3
* xyz 0 1
Sc 0.2209 -0.1529 0.0280
Cl -1.3035 4.9604 3.4880
O 1.7170 0.5468 -8.9912
O 0.4793 1.6223 0.7119
O -8.2872 -2.9123 -1.8497
O 9.1576 0.8894 1.3359
O -0.7612 -3.4999 8.4765
N 1.8414 2.6673 2.1663
N 1.0493 3.0396 -2.5134
N 1.9341 -0.1527 -1.2664
N 3.9092 4.8288 0.4481
N -1.2413 -1.3403 1.0476
N -0.8838 -0.5714 -1.7320
N -2.3613 1.6065 1.6787
N 1.5731 -0.8597 1.5300
C 1.6249 1.1967 -5.4399
C -1.1536 -1.8226 2.3267
C 3.0437 4.1251 0.1495
C 0.0943 -4.4879 9.0158
C 7.0630 1.5510 0.5477
C 7.8470 0.5808 1.1708
C -0.5219 -3.0854 7.2080
C 0.8897 -0.8411 -7.1759
C 2.2394 -0.7636 3.7176
C -2.3505 -2.5542 2.6416
C 0.6759 -3.0394 5.1271
C 1.8337 1.3366 -6.7962
C -3.0442 0.9813 2.6347
C -2.4617 -1.7181 0.5558
C -3.2292 1.5055 3.9053
C 3.6799 -0.1275 0.4767
C -4.3674 -1.8114 -1.0222
C -0.2149 -2.1120 4.5958
C -0.5024 -0.2838 -3.0164
C 1.0370 0.0382 -4.9237
C -3.1620 -2.4779 1.5570
C -6.9875 -2.6203 -1.5872
C -2.6727 2.7365 4.2105
C 3.2857 -0.3443 2.9596
C -2.7249 -0.6281 -3.0954
C 1.9442 -0.1014 -2.6318
C -0.0673 -1.6443 3.1953
C -8.6424 -4.2760 -1.9541
C 5.9100 -0.8277 1.3564
C -1.6650 -0.2837 -3.8653
C 1.4290 2.4692 0.8957
C 1.9911 3.2319 -0.1361
C 3.3025 -0.0389 -3.0970
C 5.7208 1.3253 0.3261
C 1.3302 -0.4510 -9.9128
C -4.6861 -3.1569 -1.1588
C -6.6759 -1.2674 -1.4661
C -1.8701 2.8099 1.9545
C -2.9660 -1.4049 -0.7167
C 5.1202 0.1280 0.7263
C -1.9918 3.4007 3.2048
C 3.2372 -0.0880 -0.8523
C 0.5282 -3.5336 6.4157
C 1.4846 3.1258 -1.4487
C -2.2292 -0.8355 -1.7605
C -1.4079 -2.1376 6.6971
C 1.4696 0.3179 -7.6762
C 1.1727 -1.1029 2.8156
C 2.8705 -0.4251 1.5862
C 4.0993 -0.0165 -2.0012
C 7.2644 -0.6156 1.5739
C 0.8133 -0.1110 -3.4622
C -5.3832 -0.8703 -1.1860
C -1.2598 -1.6657 5.4098
C 9.9803 -0.0638 1.9762
C -5.9820 -3.5683 -1.4402
C 0.6735 -0.9684 -5.8098
H 1.4927 -3.3982 4.5138
H 1.2311 -4.2680 6.7837
H -3.8087 0.9657 4.6426
H -4.1402 -2.9126 1.4411
H 2.2750 2.2360 -7.2059
H 1.5438 2.0119 2.8692
H -2.2113 -1.7945 7.3365
H -3.9015 -3.8963 -1.0546
H 10.0303 -0.9964 1.4073
H 1.1238 -4.1279 9.0952
H 1.8828 1.9990 -4.7609
H 3.6054 -0.0246 -4.1302
H -6.1886 -4.6246 -1.5427
H 0.2560 -0.6499 -9.8608
H -1.6639 -0.0473 -4.9156
H -3.7517 -0.7423 -3.4001
H 2.6528 3.2357 2.3439
H 10.9710 0.3792 2.0279
H -1.9492 -0.9223 5.0298
H 9.6312 -0.2788 2.9902
H 0.0755 -5.4014 8.4152
H 4.2433 0.0127 3.3006
H 5.1755 0.0004 -1.9695
H 7.5293 2.4809 0.2497
H 0.2269 -1.8787 -5.4287
H 7.8480 -1.3890 2.0535
H -2.7750 3.1793 5.1918
H 1.8775 -1.3834 -9.7470
H -7.4727 -0.5459 -1.5927
H 2.1848 -0.8139 4.7927
H -0.2857 -4.7045 10.0103
H 1.5730 -0.0616 -10.8976
H -8.4156 -4.8206 -1.0332
H -8.1343 -4.7588 -2.7935
H -9.7153 -4.2956 -2.1244
H -5.1529 0.1837 -1.0866
H -2.5354 -3.0782 3.5640
H -1.3651 3.3326 1.1524
H 5.1199 2.0945 -0.1443
H 5.4619 -1.7646 1.6630
H -3.4778 0.0269 2.3632
H 0.6018 -1.6506 -7.8325
*
```

Results for max |F|: 0.47; 1.23 (in eV Å⁻¹, following the order of the records).
Results for calculated total energy: -168196.1820; -115176.2847 (in eV, following the order of the records).